# C5H9FNS

A gas-phase ion, C5H9FNS (charge +1) at a distorted geometry (ωB97M-V/def2-TZVPD, OMol25).

Properties
- Strongest force on any atom: 0.05707 hartree/bohr
- LUMO energy (alpha / beta): -5.709 / -5.779 eV
- Net charge: +1
- HOMO energy (alpha / beta): -13.131 / -13.155 eV
- Total energy: -20358.6636 eV
- Energy relative to the best compared isomer or geometry (same formula, charge and spin): 472.7 kJ/mol
- Frontier orbital gap (alpha / beta): 0.2727 / 0.2711 Eh

Atoms and positions in Å:
H1 -1.609 -0.647 1.943
H2 1.097 2.153 -1.010
C1 2.426 -0.026 -0.544
H3 -0.568 1.027 1.145
C2 0.096 0.731 0.322
C3 -1.184 -1.244 1.176
H4 -1.882 -1.992 1.017
H5 -0.547 2.669 -0.508
H6 -0.309 -2.237 -1.302
N1 -0.684 -0.572 -0.101
F1 3.717 -0.200 -0.560
H7 -1.643 -0.395 -0.422
C4 0.097 1.864 -0.805
S1 1.826 0.302 0.950
H8 -0.304 1.346 -1.678
H9 -0.337 -1.664 1.651
C5 -0.192 -1.115 -1.275

***

# C5H9FO

2 unconnected molecules or ions with the total composition C5H9FO at a distorted geometry (ωB97M-V/def2-TZVPD, OMol25).

Properties
- Strongest force on any atom: 0.09820 hartree/bohr
- LUMO energy: 0.791 eV
- HOMO energy: -8.802 eV
- Total energy: -10092.4700 eV
- Energy relative to the best compared isomer or geometry (same formula, charge and spin): 320.6 kJ/mol
- Frontier orbital gap: 0.3525 Eh

Atoms and positions in Å:
C1 -2.134 0.031 0.028
C2 0.501 0.607 1.237
H1 -2.780 0.243 -0.722
F1 -0.586 -1.856 -0.149
H2 -0.753 -0.810 -1.666
H3 -1.793 0.834 0.634
H4 2.076 -0.465 -1.476
H5 1.054 -0.044 1.968
H6 0.415 1.429 -0.725
C3 -1.010 -0.670 -0.598
O1 -0.428 1.185 1.770
H7 2.255 -0.980 0.300
H8 -2.529 -0.611 0.722
C4 2.100 -0.116 -0.475
H9 2.895 0.639 -0.643
C5 0.716 0.586 -0.206

***

# C5H9FO

2 unconnected molecules or ions with the total composition C5H9FO at a distorted geometry (ωB97M-V/def2-TZVPD, OMol25).

Properties
- Strongest force on any atom: 0.09997 hartree/bohr
- LUMO energy (alpha / beta): 1.154 / -0.902 eV
- HOMO energy (alpha / beta): -5.333 / -10.933 eV
- Total energy: -10088.5751 eV
- Spin multiplicity: 3
- Energy relative to the best compared isomer or geometry (same formula, charge and spin): 314.4 kJ/mol
- Frontier orbital gap (alpha / beta): 0.2384 / 0.3686 Eh
- ⟨S²⟩: 2.01

Atoms and positions in Å:
H1 -1.615 -0.067 -1.033
C1 2.287 -1.029 -0.086
C2 -2.017 -0.133 -0.060
H2 3.005 -0.308 -0.218
H3 -2.843 0.978 1.699
O1 0.762 0.731 0.511
H4 -0.003 -0.794 1.765
H5 -3.532 1.364 0.006
H6 2.260 -1.904 -0.760
C3 -0.011 -0.366 0.779
H7 -1.856 1.924 0.478
F1 -2.453 -1.373 0.336
C4 -2.636 1.106 0.610
H8 0.503 -0.383 -1.281
C5 0.924 -0.410 -0.225
H9 2.339 -1.523 0.834

***

# C5H9FS

A single C5H9FS molecule at a distorted geometry (ωB97M-V/def2-TZVPD, OMol25).

Properties
- Strongest force on any atom: 0.08491 hartree/bohr
- LUMO energy (alpha / beta): -0.040 / -1.536 eV
- HOMO energy (alpha / beta): -8.638 / -7.832 eV
- Total energy: -18880.4224 eV
- Energy relative to the best compared isomer or geometry (same formula, charge and spin): 329.6 kJ/mol
- Frontier orbital gap (alpha / beta): 0.3160 / 0.2313 Eh

Atoms and positions in Å:
H1 -2.179 -0.743 0.423
C1 1.699 -1.098 0.475
H2 1.930 0.800 -0.502
H3 2.772 -1.341 0.615
H4 -0.970 1.297 -1.438
H5 -0.115 -0.377 -1.309
C2 1.497 0.399 0.393
H6 1.907 0.972 1.324
C3 0.092 0.779 0.385
S1 0.699 -1.668 1.839
C4 -2.246 -0.032 -0.470
C5 -0.773 0.489 -0.749
H7 1.352 -1.641 -0.434
F1 -0.184 1.900 0.974
H8 -2.825 0.813 -0.165
H9 -2.655 -0.548 -1.359